Entry 1:
Below is a molecular structure, C11H12F9N4O9S3Zn2, with properties calculated with ωB97M-V with the def2-TZVPD basis set.

Results
* energy relative to the best compared isomer or geometry (same formula, charge and spin): 0.0 kJ/mol
* HOMO level: -12.34 eV
* energy: -189780.4312 eV
* total charge: +1
* largest force on an atom: 0.1193 hartree/bohr

```
50
Properties=species:S:1:pos:R:3:mulliken_charge:R:1
F -3.7936 4.6879 -2.0718 -0.20
N -5.2660 -2.1268 0.2327 -0.49
H -0.2211 -2.0244 4.4212 0.09
O 1.6041 -1.7368 -0.1864 -0.17
N 2.2582 1.5589 -2.6232 -0.13
C 4.0774 1.9074 2.3575 0.41
C -4.6545 -1.2833 -0.2924 0.23
S 2.8434 0.9297 1.3028 0.97
Zn 3.3512 -2.3119 0.6788 1.05
O 0.4221 0.3279 -0.7214 -0.07
C -3.1390 -2.8104 2.6116 -0.54
C 1.5080 -2.1953 3.2786 0.53
H -3.8313 -0.6618 -2.0040 0.29
H -2.7806 -0.5047 -0.5931 -0.24
N 2.0066 -2.6372 2.3282 -0.23
H -4.1514 -2.6381 2.9747 0.40
F -2.2088 4.8856 -0.5846 -0.22
S -1.4635 3.6188 -2.8318 1.04
H -3.1856 -3.4261 1.7139 0.26
O 3.4627 -0.3660 0.9796 -0.41
H 4.3039 -0.5417 -3.7682 0.27
C 2.9115 0.9508 -3.4106 0.59
F -1.2752 -1.0459 -2.5916 -0.12
S 0.3272 -1.0919 -0.4566 0.50
H 1.3474 -1.9393 5.2739 0.36
O 1.6373 0.8376 2.1089 -0.62
H -4.1282 0.6803 -0.8397 0.24
O -0.8859 4.8804 -3.3413 -0.63
C -2.7649 4.0440 -1.5021 0.59
O -0.7286 -1.4445 0.4904 -0.52
O 2.5740 1.7644 0.0886 -0.30
O -0.4597 2.7781 -2.1322 -0.20
H 0.6830 -0.5039 4.4137 0.24
F 3.6972 3.1752 2.5720 -0.17
H 3.0889 -0.2077 -5.1348 0.31
H -2.6934 -1.8545 2.3359 0.12
F -3.1725 2.9616 -0.8616 -0.17
C -2.3117 -3.4568 3.6028 0.32
Zn 1.0439 2.1987 -1.0336 0.20
C -0.3460 -1.7869 -2.0939 0.47
O -2.1988 2.7978 -3.7454 -0.63
F 4.1817 1.3386 3.5147 -0.15
N -1.6734 -4.0042 4.3999 -0.49
F 5.2674 1.9576 1.6843 -0.19
H 4.3515 0.9418 -4.7591 0.36
C 3.7046 0.1780 -4.3232 -0.93
C 0.7787 -1.5884 4.4120 -0.62
F 0.6076 -1.8688 -3.0563 -0.21
F -0.9120 -2.9954 -1.8578 -0.21
C -3.7940 -0.3484 -0.9601 0.01
```

=====

Entry 2:
Below is a single C2H3ClF3NO2S molecule, with properties calculated with ωB97M-V with the def2-TZVPD basis set.

Results
* energy relative to the best compared isomer or geometry (same formula, charge and spin): 32.0 kJ/mol
* HOMO level: -11.58 eV
* SMILES: O=S(=O)(Cl)N[C@@H](F)C(F)F
* energy: -39216.1731 eV
* total charge: 0
* largest force on an atom: 0.1245 hartree/bohr

```
13
Properties=species:S:1:pos:R:3:mulliken_charge:R:1
N -0.0953 0.2105 1.0046 -0.31
Cl 1.4492 2.1656 2.2406 -0.13
H 1.1510 -0.0698 -0.6675 0.34
C -0.5466 -1.4612 -1.0840 0.26
S 0.1638 1.8023 0.7802 1.10
H -1.0424 0.0692 0.9877 0.28
F -1.4997 -2.0766 -0.3958 -0.25
O -1.0008 2.6020 1.0738 -0.53
C 0.4866 -0.7245 -0.1193 0.06
O 0.6658 1.9677 -0.5878 -0.54
F 1.2002 -1.6650 0.4399 -0.27
F 0.0989 -2.2075 -1.9190 -0.23
H -1.0306 -0.6127 -1.7534 0.22
```

=====

Entry 3:
Below is a single C4H9NO molecule, with properties calculated with ωB97M-V with the def2-TZVPD basis set.

Results
* energy relative to the best compared isomer or geometry (same formula, charge and spin): 34.8 kJ/mol
* HOMO level: -9.71 eV
* SMILES: CCCC(N)=O
* energy: -7831.9594 eV
* total charge: 0
* largest force on an atom: 0.0147 hartree/bohr

```
15
Properties=species:S:1:pos:R:3:mulliken_charge:R:1
H 0.2299 2.6025 0.0979 0.31
O -0.6429 -1.9326 -0.7046 -0.61
N 1.1384 -2.3484 0.5672 -0.40
C 0.1149 -1.5415 0.1675 0.43
H 0.8835 0.1985 1.2555 0.29
H -0.8308 2.6802 -1.3325 0.35
C -0.0003 -0.1106 0.6619 -0.42
H -1.1793 0.2054 -1.1459 0.30
C -0.3169 0.6752 -0.6537 -0.39
H 1.7851 -2.1824 1.3186 0.19
H 1.2838 -3.1378 -0.0432 0.23
H 0.5011 0.5412 -1.3768 0.32
C -0.6188 2.1351 -0.4056 -1.20
H -0.8454 0.0036 1.3559 0.29
H -1.5024 2.2117 0.2379 0.31
```